DFT (the ωB97M-V functional and the def2-TZVPD basis) results for C23H24O5 in the gas phase.

Geometry as XYZ:
```
52
Properties=species:S:1:pos:R:3:forces:R:3
C 5.932193 5.933119 3.714906 -0.075 0.095 -0.223
C 5.118689 5.842023 2.429913 -0.009 -0.231 0.242
C 4.329837 4.537509 2.358275 0.015 0.316 -0.249
H 3.653972 4.474046 3.213336 0.005 -0.068 0.063
H 5.018715 3.691477 2.410790 -0.018 -0.056 0.048
C 3.512560 4.441556 1.061672 -0.089 -0.232 0.397
C 2.745213 3.160176 1.016644 0.552 -0.241 -0.624
C 3.127024 2.047743 0.361824 -0.241 0.363 0.257
C 2.346348 0.837204 0.409125 -0.079 -0.478 -0.151
C 2.659113 -0.287673 -0.282675 0.314 0.487 0.029
C 1.825727 -1.457429 -0.276509 -0.341 -0.097 0.016
O 1.941531 -2.383560 -1.054289 0.029 0.079 0.152
C 0.756005 -1.542333 0.834757 -0.130 -0.322 -0.068
C 0.237787 -0.206737 1.364079 -0.225 0.050 0.164
O -0.831192 -0.127506 1.925619 0.172 -0.059 0.025
C 1.153221 0.935270 1.223695 0.065 0.835 0.249
C 0.850946 2.108735 1.824942 -0.274 -1.018 -0.069
O 1.601700 3.205426 1.759017 0.117 0.350 0.046
H -0.042322 2.233752 2.421575 0.026 0.038 -0.013
C 1.345229 -2.333163 2.006833 -0.274 0.031 -0.240
H 1.654930 -3.312010 1.649183 0.070 -0.032 -0.033
H 2.203545 -1.806301 2.416879 0.085 0.031 0.048
H 0.586441 -2.454537 2.776363 -0.032 0.033 0.062
O -0.358889 -2.285033 0.330334 0.371 -0.160 0.479
C -1.017731 -1.641358 -0.631920 -0.320 0.004 -0.328
O -0.730341 -0.520516 -0.978944 0.008 -0.077 -0.109
C -2.128146 -2.481647 -1.206070 -0.124 0.286 0.028
C -3.347932 -1.615748 -1.514602 0.172 -0.016 0.032
C -4.439587 -2.296600 -2.296490 0.000 0.035 0.015
C -5.442994 -1.508955 -2.854076 -0.007 -0.028 -0.004
C -6.481668 -2.076009 -3.567355 -0.045 0.083 -0.014
C -6.536090 -3.449302 -3.739411 -0.049 -0.094 -0.035
C -5.545859 -4.242313 -3.189677 -0.077 -0.104 -0.054
C -4.506848 -3.671707 -2.472230 0.042 0.058 0.028
H -3.749563 -4.314340 -2.051055 0.109 -0.059 0.052
H -5.579391 -5.314706 -3.317712 -0.004 -0.079 -0.011
H -7.345013 -3.896381 -4.298170 -0.057 -0.037 -0.043
H -7.249878 -1.446180 -3.992178 -0.054 0.051 -0.034
H -5.403443 -0.436578 -2.723845 0.013 0.118 0.007
H -3.008022 -0.736683 -2.068756 -0.048 -0.028 0.085
H -3.768579 -1.251619 -0.571603 0.049 0.060 -0.031
H -2.355055 -3.278944 -0.498995 0.025 -0.043 -0.096
H -1.742995 -2.925221 -2.128488 0.037 -0.073 0.049
H 3.509256 -0.304761 -0.947497 0.127 0.000 -0.048
H 4.033349 2.054546 -0.221123 0.119 0.134 -0.046
H 4.179848 4.498194 0.202008 -0.061 -0.021 -0.046
H 2.810989 5.276618 1.021209 -0.004 0.029 -0.108
H 4.427826 6.685985 2.376718 -0.012 0.046 -0.091
H 5.788917 5.906633 1.570108 -0.029 0.057 -0.081
H 6.487331 6.867074 3.748771 0.091 0.065 0.090
H 5.279862 5.890105 4.584139 -0.029 -0.005 0.129
H 6.640802 5.110333 3.777806 0.093 -0.074 0.058
```
Positions in Å, forces in eV/Å.

Properties
**E_tot**: -34478.033 eV
**SMILES string**: CCCCC1=CC2=CC(=O)[C@](C)(OC(=O)CCc3ccccc3)C(=O)C2=CO1
**Energy above the lowest of the compared OMol25 structures with the same formula, charge and spin**: 0.8 kcal per mole
**HOMO**: -8.383 eV

---

DFT (the ωB97M-V functional and the def2-TZVPD basis) results for a molecular structure, C23H25AsCl2N5O10S6Ta.

Geometry as XYZ:
```
73
Properties=species:S:1:pos:R:3:forces:R:3
Ta 0.366024 -0.402734 0.169141 0.336 0.143 -0.124
S -3.471593 0.328791 -1.889822 0.062 0.050 0.019
As -2.127670 -0.938594 -0.853828 0.013 -0.095 -0.146
S -0.262883 1.304756 -1.390574 -0.063 -0.086 -0.093
S -1.934011 -0.220870 1.248734 -0.111 0.048 0.146
S -2.537763 -3.021965 -1.149576 0.048 0.114 0.012
O 0.139873 1.803402 6.148952 -0.055 0.101 0.037
C -0.457260 2.853617 5.609617 0.029 -0.072 0.033
O -0.927968 3.734468 6.295716 0.006 -0.007 0.019
C -0.523375 2.910373 4.123728 -0.073 0.112 0.049
C -1.163028 3.904240 3.406256 0.050 -0.035 -0.066
Cl -2.090134 5.232293 3.931694 0.009 0.013 -0.002
N -0.995233 3.644593 2.086418 -0.129 -0.018 0.084
N -0.299571 2.519857 1.905004 0.017 -0.028 -0.094
C -0.013136 2.060004 3.103019 -0.005 -0.062 -0.014
C 0.657904 0.727138 3.197229 -0.041 -0.016 -0.049
O 0.954064 0.269028 4.307408 0.076 0.014 -0.130
O 0.877924 0.134752 2.093190 0.004 -0.186 0.045
C -1.635234 4.253066 0.955589 0.115 -0.017 -0.035
C -1.463724 5.606205 0.702597 -0.008 -0.054 0.047
C -2.079959 6.161001 -0.406069 -0.004 0.000 -0.024
C -2.836684 5.360200 -1.253294 0.001 -0.008 0.014
C -2.970347 4.001731 -1.003588 -0.019 0.002 -0.027
C -2.371632 3.435222 0.112366 0.025 0.041 0.073
H 0.486607 1.159582 5.445419 0.002 0.040 -0.067
H -0.842995 6.204064 1.356394 -0.003 0.000 -0.004
H -1.943391 7.212046 -0.626847 0.002 -0.003 0.005
H -3.305408 5.798671 -2.126584 -0.008 -0.003 0.007
H -3.518361 3.351589 -1.675007 0.015 -0.016 0.024
H -2.458007 2.371391 0.309622 -0.008 0.015 -0.026
N -2.601760 -3.320298 3.361995 0.028 0.003 0.008
C -1.865759 -3.614226 2.127480 0.045 0.022 0.123
C -0.647350 -2.729952 2.080596 -0.132 0.027 0.100
O -0.086161 -2.455781 1.029893 0.121 -0.061 -0.006
O -0.218847 -2.278933 3.231196 0.000 -0.065 -0.039
H -3.228699 -4.077103 3.594897 -0.005 -0.006 0.001
H -3.165507 -2.489274 3.207384 0.001 -0.003 -0.007
H -0.895883 -2.554469 3.888886 -0.009 0.009 0.000
H -2.406762 -3.456738 1.189070 -0.005 0.002 -0.004
H -1.513401 -4.649453 2.144827 -0.002 -0.011 -0.029
C 0.860246 -5.322791 -0.714144 0.009 0.023 0.006
C 2.334336 -4.927286 -0.696606 -0.034 -0.022 -0.002
C 2.633195 -3.662611 -1.523671 0.043 0.020 -0.014
C 4.144697 -3.374385 -1.547219 -0.007 -0.003 0.013
C 4.498967 -2.105669 -2.315423 -0.002 -0.010 0.012
C 2.157058 -3.901243 -2.942802 -0.011 -0.022 -0.004
O 2.619152 -4.791678 -3.635320 0.007 0.015 -0.009
N 1.183731 -3.071643 -3.401473 -0.022 0.010 0.007
C 0.553732 -1.998379 -2.731203 0.086 0.033 0.024
O -0.248924 -1.337277 -3.332147 -0.026 -0.029 -0.001
N 0.960301 -1.779483 -1.434041 -0.126 0.014 0.019
C 1.941124 -2.493526 -0.854614 0.029 0.002 -0.031
O 2.262766 -2.160335 0.289033 -0.045 0.077 0.004
H 0.682423 -6.160922 -0.037073 -0.006 0.001 0.004
H 0.548033 -5.634524 -1.712729 -0.004 -0.006 -0.006
H 0.208394 -4.497355 -0.416584 0.005 -0.021 0.002
H 2.950064 -5.734169 -1.100409 0.012 0.002 0.005
H 2.664223 -4.720693 0.323230 0.002 0.002 0.003
H 4.638119 -4.244653 -1.985039 -0.010 0.000 -0.004
H 4.465812 -3.280963 -0.508203 0.005 -0.008 -0.002
H 4.181176 -2.172089 -3.358978 0.002 -0.001 0.002
H 5.577809 -1.941833 -2.308280 0.000 0.000 -0.003
H 4.028492 -1.228017 -1.866576 -0.008 0.005 -0.001
H 0.839832 -3.227219 -4.337631 0.006 -0.003 0.000
Cl 2.606811 0.668135 -0.141160 -0.265 -0.129 0.116
C -1.292471 4.171346 -4.245248 0.027 -0.001 -0.036
O -0.644640 3.412299 -3.231885 0.061 -0.028 -0.117
C 0.374547 3.941380 -2.580680 -0.291 0.081 0.352
S 0.981026 5.463930 -2.827288 0.103 -0.005 -0.109
S 1.037208 2.942376 -1.335109 0.132 0.111 -0.092
H -2.109890 3.539431 -4.582800 -0.001 0.001 0.005
H -0.599412 4.385654 -5.059046 -0.005 0.002 -0.003
H -1.660834 5.112508 -3.838014 0.007 -0.017 0.003
```
Positions in Å, forces in eV/Å.

Properties
**Total charge**: -2
**E_tot**: -204640.533 eV
**Energy above the lowest of the compared OMol25 structures with the same formula, charge and spin**: 39.4 kcal per mole
**HOMO**: -1.986 eV

---

DFT (the ωB97M-V functional and the def2-TZVPD basis) results for a molecular structure, C23H25Br33O8.

Geometry as XYZ:
```
89
Properties=species:S:1:pos:R:3:forces:R:3
O 2.419898 -2.026546 2.800664 0.174 -0.355 0.012
C 1.586460 -1.226742 3.081356 0.355 -0.243 -0.740
O 0.532315 -1.435198 3.849542 0.375 0.475 0.484
C 0.647675 -2.649076 4.616083 -0.479 0.182 0.446
O -0.123620 -2.444448 5.764959 0.138 -0.428 -0.231
C -0.943632 -3.552679 6.081161 -0.517 0.356 0.793
O -0.270899 -4.773452 5.989339 -0.099 0.237 -0.600
C -0.795321 -5.678925 5.032646 -0.357 -0.795 0.101
C -1.597564 -6.783499 5.729461 0.177 -0.387 -0.481
O -2.322452 -7.543794 4.761659 0.049 0.318 0.019
O 1.627670 0.074251 2.599916 -0.838 -0.100 0.540
O 1.281137 0.011357 1.218896 -0.033 0.877 -0.602
C 2.412800 0.365922 0.494462 1.154 -0.117 0.057
O 3.508145 0.112824 0.884078 0.138 0.025 0.384
C 2.254900 1.027924 -0.836653 -0.960 -0.667 0.321
C 1.787364 2.319943 -0.996722 0.577 -0.021 -0.653
C 1.769109 2.859894 -2.292696 0.193 -0.848 0.312
C 2.198341 2.097789 -3.362233 0.027 -0.368 -0.451
C 2.627806 0.786506 -3.190019 0.099 -0.101 -0.018
C 2.659164 0.251675 -1.922069 0.012 0.075 0.142
H 0.278517 -3.459672 3.989032 0.055 -0.084 0.073
H 1.672380 -2.817972 4.936022 0.159 0.079 -0.429
H -1.863202 -3.505973 5.484450 0.187 -0.327 -0.303
H -1.236720 -3.415854 7.122988 0.128 0.236 0.003
H -1.464942 -5.224616 4.294099 0.061 0.369 0.163
H 0.011914 -6.156797 4.463184 0.020 0.439 0.371
H -2.326373 -6.370448 6.424498 0.028 0.041 0.009
H -0.921787 -7.465492 6.255621 0.016 0.245 0.279
H -1.684439 -7.798809 4.086551 -0.114 -0.221 0.006
H 1.490188 2.926287 -0.151125 0.089 -0.097 0.124
H 1.437813 3.862609 -2.465336 -0.227 0.064 0.048
H 2.222176 2.490334 -4.372535 -0.136 0.247 0.101
H 2.970058 0.179949 -4.033937 -0.651 0.758 0.841
H 3.009030 -0.758069 -1.749351 0.013 0.005 0.005
C 2.489962 -8.465595 3.713926 0.010 -0.038 0.121
Br 3.501489 -9.706128 2.642795 -0.060 0.036 0.042
Br 0.772387 -8.082621 2.924852 0.195 -0.285 -0.328
Br 2.311429 -9.065067 5.532622 -0.019 0.014 -0.095
H 3.043019 -7.537391 3.734780 -0.006 0.001 -0.032
C -1.569899 0.635495 6.886861 0.034 0.014 -0.034
Br -2.660316 0.225734 5.356209 -0.010 0.000 0.033
Br -1.310958 2.533892 7.085322 -0.027 -0.076 -0.003
Br -2.280233 -0.154184 8.493708 0.024 0.008 -0.059
H -0.599026 0.194616 6.712732 -0.003 -0.069 -0.020
C -2.530281 3.797488 -1.894528 0.035 0.049 0.234
Br -3.883142 2.447330 -1.673281 0.034 0.016 -0.055
Br -0.816420 3.229713 -1.190691 -1.614 0.195 -0.096
Br -2.367940 4.355439 -3.731377 -0.006 -0.051 0.059
H -2.853829 4.659783 -1.328525 0.001 0.002 -0.018
C 4.417514 6.383785 -3.055379 0.214 -0.144 0.241
Br 3.846633 4.603045 -2.563054 0.497 1.229 -0.051
Br 4.503419 6.593512 -4.970836 -0.021 0.027 0.011
Br 3.316226 7.740934 -2.243836 0.015 -0.050 -0.091
H 5.421847 6.523020 -2.677027 -0.008 0.044 -0.021
C 4.345220 10.600982 -5.210313 -0.015 -0.051 0.015
Br 5.375190 11.241273 -3.715019 -0.035 -0.025 -0.066
Br 2.925461 11.816381 -5.673726 0.075 -0.038 0.018
Br 5.465643 10.201984 -6.725918 -0.045 0.029 0.060
H 3.883552 9.671855 -4.903173 0.015 -0.003 0.005
C -7.770065 4.336278 -2.795662 0.211 -0.112 -0.054
Br -7.862854 2.435156 -2.503937 0.011 0.049 0.003
Br -6.928771 5.241449 -1.310014 0.000 -0.109 -0.097
Br -6.909936 4.762342 -4.463204 0.001 -0.023 0.102
H -8.784445 4.697937 -2.858786 -0.025 0.010 0.016
C 1.227118 -12.495489 0.726312 0.001 0.015 0.001
Br -0.294133 -12.421128 1.902980 0.053 0.004 -0.033
Br 2.168188 -14.168370 0.882414 -0.047 0.063 -0.011
Br 0.735702 -12.119616 -1.097506 0.013 -0.029 0.072
H 1.907535 -11.716651 1.039781 -0.014 0.006 0.006
C 7.569201 4.433777 -4.245131 -0.004 -0.040 -0.064
Br 7.973184 4.986052 -2.442008 -0.025 -0.013 -0.048
Br 9.167405 4.075121 -5.256994 -0.056 0.010 0.075
Br 6.353098 2.943885 -4.272742 0.299 -0.154 -0.184
H 7.067149 5.262040 -4.725730 0.005 -0.006 -0.006
C 3.042047 -1.591780 -7.021370 0.032 -0.015 -0.072
Br 4.075340 -0.866061 -5.562578 0.526 -0.584 -0.876
Br 1.570856 -0.437272 -7.477360 0.068 -0.020 0.032
Br 4.143768 -1.988394 -8.548853 -0.049 0.043 0.070
H 2.621903 -2.525924 -6.678050 0.009 0.005 0.016
C -4.674564 -1.417511 0.012938 -0.043 0.080 -0.072
Br -4.191374 -0.694157 1.729234 0.050 -0.062 -0.030
Br -3.137369 -1.735927 -1.100684 -0.020 -0.005 0.092
Br -5.782956 -2.984261 0.171773 0.077 0.053 0.024
H -5.265354 -0.659687 -0.481551 -0.020 -0.022 -0.011
C -11.631661 7.440945 -2.280394 -0.039 -0.026 -0.024
Br -13.070274 6.183562 -2.040971 0.071 0.038 -0.023
Br -9.957238 6.737671 -1.631511 -0.189 0.195 0.030
Br -11.490921 8.026041 -4.109182 0.005 -0.048 0.068
H -11.864552 8.310639 -1.683197 0.009 -0.003 0.004
```
Positions in Å, forces in eV/Å.

Properties
**E_tot**: -2352029.551 eV
**HOMO**: -9.405 eV

---

For each record above, in turn, the calculated LUMO level values are 0.0 4.1 -0.5 eV.
For each record above, in turn, the calculated HOMO-LUMO gap values are 8.40 6.04 8.89 eV.